Entry from the Open Molecules 2025 dataset: the molecule C14H12IO4P in a non-equilibrium geometry (ωB97M-V/def2-TZVPD).

The geometry in XYZ format:
```
32
Properties=species:S:1:pos:R:3:forces:R:3:nbo_charge:R:1
O -1.340602 -0.375582 2.423987 0.2 0.5 -0.4 -0.4944
C -1.384059 0.274069 1.396320 -0.7 -0.6 0.5 0.5153
C -2.629378 0.163341 0.547088 0.4 0.4 -0.2 -0.2036
C -2.619005 0.652539 -0.689088 0.9 0.5 -1.1 -0.4291
P -4.125714 0.610672 -1.792033 -1.7 -0.3 0.4 1.3462
O -3.904693 1.630195 -3.058762 0.5 -0.4 0.6 -0.9733
O -4.021175 -0.894166 -2.487485 0.6 0.7 0.5 -0.9654
C -1.341761 1.262211 -1.203242 1.2 0.4 -0.8 0.4691
O -1.143336 1.394659 -2.397939 -0.5 -0.1 0.6 -0.5063
C -0.238226 1.692614 -0.249435 -1.2 -0.4 -0.1 -0.1819
I 1.178203 3.031421 -1.029352 -0.4 -0.4 0.2 0.2183
C -0.255058 1.190247 0.989360 0.4 0.7 0.4 -0.0862
C 0.821457 1.497766 2.019763 0.1 -1.0 0.0 -0.4513
C 2.196743 0.900717 1.589067 0.3 -0.5 0.2 -0.4183
C 2.087050 -0.385011 0.786273 0.3 0.6 -0.3 -0.0513
C 1.390562 -1.482992 1.242560 -0.7 0.2 1.4 -0.2234
C 1.272064 -2.651140 0.531530 -0.1 -0.3 -0.1 -0.2082
C 1.911233 -2.756251 -0.689040 -0.4 -0.8 0.1 -0.2168
C 2.643664 -1.690791 -1.148645 0.4 -0.3 -0.9 -0.2265
C 2.718065 -0.515256 -0.434738 0.5 0.5 -0.4 -0.1562
H -3.520901 -0.315097 0.948902 0.3 0.0 0.2 0.2434
H -3.330332 2.376042 -2.841039 0.2 -0.1 -0.3 0.5046
H -3.280084 -1.365476 -2.084143 0.0 -0.2 -0.4 0.4941
H 0.551682 1.006221 2.960631 -0.2 0.2 -0.2 0.2432
H 0.886653 2.571332 2.220584 0.0 -0.1 -0.2 0.2413
H 2.815100 1.611624 1.038163 -0.2 0.0 0.0 0.2216
H 2.783247 0.626805 2.477554 -0.2 0.4 0.0 0.2270
H 0.907590 -1.405460 2.215546 0.0 -0.1 -0.1 0.2209
H 0.687117 -3.475021 0.928541 0.1 0.1 0.0 0.2161
H 1.816635 -3.686620 -1.240553 0.2 0.2 -0.1 0.2142
H 3.170480 -1.786408 -2.094048 -0.1 0.1 0.1 0.2134
H 3.296778 0.292797 -0.876327 -0.1 0.1 0.3 0.2038
```
Forces are in eV/Å.

Properties
HOMO level in eV: -8.82
SMILES: O=C1C=C(P(O)O)C(=O)C(I)=C1CCc1ccccc1
Largest force on an atom in eV/Å: 1.80
HOMO-LUMO gap in eV: 7.105
Calculated total energy in a.u.: -1480.69034
LUMO energy in eV: -1.717